[1]
Formula: C10H25N2Si
Source: the Open Molecules 2025 dataset
Level of theory: ωB97M-V/def2-TZVPD

Structure (ORCA input):
```
! wB97M-V def2-TZVPD RIJCOSX def2/J DEFGRID3
* xyz 1 3
H 2.05 -2.01 2.72
H 4.99 -1.41 2.45
H 1.35 -0.12 0.44
C -0.93 2.34 0.86
H -2.55 -1.78 -1.41
C 0.91 -2.58 1.01
C -1.37 0.08 1.49
C -3.08 1.49 -1.77
H 5.86 -1.59 0.81
H -1.92 2.50 1.04
H 0.05 0.89 -2.78
H -1.52 -0.88 1.12
H 3.94 0.28 -0.66
H 4.35 -2.55 1.13
C 1.65 -1.75 1.73
C 1.98 -0.42 1.22
H 1.56 0.34 2.04
C -1.00 0.50 -0.92
C 4.92 -1.62 1.31
H 0.47 -2.23 0.11
H -4.12 1.40 -1.79
H -2.43 0.38 1.71
H -3.76 -0.88 -2.29
C -2.73 -0.88 -2.01
H -0.54 2.83 0.03
H -0.33 2.46 1.81
H 0.78 1.44 -1.29
H -0.68 -0.53 -0.93
N -2.40 0.33 -1.31
C -0.12 1.34 -1.83
Si 3.79 -0.29 0.66
H -2.92 2.39 -1.22
H 0.69 -3.63 1.40
H -2.23 -1.00 -2.95
N -0.76 0.93 0.43
H -2.68 1.96 -2.67
H -0.70 2.11 -2.03
H -0.61 0.14 2.35
*
```

Values from the calculation:
LUMO (spin up / spin down)	-2.3 / -7.2	eV
⟨S²⟩	2.010
electronic energy	-794.536229	a.u.

[2]
Formula: C10H25N5O5PdSe
Source: the Open Molecules 2025 dataset
Level of theory: ωB97M-V/def2-TZVPD

Structure (ORCA input):
```
! wB97M-V def2-TZVPD RIJCOSX def2/J DEFGRID3
* xyz -2 1
N 2.54 -1.44 -1.37
O 0.31 0.16 -3.05
H -3.20 0.08 3.65
C -4.71 -0.15 1.26
H 4.44 0.54 -1.34
H -5.97 0.15 -0.47
H 2.20 -2.29 -1.80
H 2.44 -0.71 -2.08
H -0.69 1.55 -0.93
H 5.44 -0.26 -0.11
H 4.59 -1.74 -1.93
N -2.73 1.08 -0.40
C 3.96 -1.52 -1.06
H -1.73 1.07 -2.25
C 4.42 -0.15 -0.50
H -3.36 -1.57 2.99
C 3.50 -0.27 1.78
H 4.49 -0.69 2.00
H -5.02 -1.20 1.19
H 2.54 -1.79 2.95
N 1.06 -1.00 1.71
H -1.95 2.70 -1.53
H 2.67 -2.21 1.24
O 1.39 2.43 -2.02
O -1.40 1.15 1.46
H 4.14 -2.31 -0.32
N -3.30 -0.10 1.54
Pd 0.90 0.52 -0.60
O 2.89 0.71 -3.45
C -2.90 -0.59 2.83
H -5.22 1.63 0.14
C 2.45 -1.39 1.93
O 1.01 2.18 -4.66
H -5.28 0.30 2.09
C -2.39 0.75 0.88
H -1.81 -0.70 2.84
H 0.95 -0.69 0.69
H 2.64 0.66 0.11
Se 1.40 1.38 -3.30
C -1.73 1.64 -1.32
H 3.28 0.47 2.57
C -5.06 0.57 -0.04
H -3.68 -0.63 -1.18
H 0.86 -0.16 2.25
N 3.59 0.45 0.53
H -4.09 0.92 -1.95
C -3.88 0.44 -0.99
*
```

Values from the calculation:
LUMO	4.5	eV
relative energy (zero: lowest compared OMol25 entry of this formula, charge and spin)	0.0	kJ/mol
electronic energy	-3575.204489	a.u.

[3]
Formula: C10H25NO4P
Source: the Open Molecules 2025 dataset
Level of theory: ωB97M-V/def2-TZVPD

Structure (ORCA input):
```
! wB97M-V def2-TZVPD RIJCOSX def2/J DEFGRID3
* xyz 1 1
H -3.80 -4.36 2.34
O 1.22 2.77 0.32
H 1.08 2.87 -2.66
H -1.10 -3.47 0.54
C -2.99 -4.92 1.87
C 1.61 0.89 1.79
H -0.77 -0.50 2.04
H -2.23 -2.54 1.52
C 0.96 1.40 0.53
H -3.04 -5.95 2.18
H -0.46 -2.46 3.34
H -0.65 2.74 -2.45
C -0.23 -2.55 2.28
C 0.31 2.54 -1.97
H -1.11 5.08 -4.19
O -0.81 5.21 -3.28
H 2.67 1.13 1.77
C 0.34 3.31 -0.64
C -1.39 -3.24 1.58
O 2.08 0.68 -3.88
C 1.37 -0.60 2.08
H 1.54 -0.38 -0.64
H -0.34 0.60 -4.11
H -3.12 -4.87 0.78
H 0.69 4.31 -0.86
H 0.14 5.33 -3.37
C 1.43 0.69 -0.73
H 1.20 1.46 2.62
N 0.42 1.04 -1.81
H -0.67 3.41 -0.23
H 2.19 -1.21 1.67
O -1.74 -4.40 2.26
H 0.67 -1.11 -3.02
P 0.79 0.24 -3.36
H -0.11 -1.25 0.60
H 1.44 -0.72 3.16
C 0.02 -1.16 1.68
H -0.14 1.28 0.61
H 0.67 -3.15 2.18
H -0.49 0.69 -1.48
H 2.36 1.15 -1.06
*
```

Values from the calculation:
LUMO	-3.4	eV
relative energy (zero: lowest compared OMol25 entry of this formula, charge and spin)	0.0	kJ/mol
electronic energy	-1092.818474	a.u.